[1]
DFT (ωB97M-V with the def2-TZVPD basis set) results for a structure of composition C35H34CdCl3N6O6S2Sb.

```
88
C35H34CdCl3N6O6S2Sb (ωB97M-V with the def2-TZVPD basis set)
Cd -0.19368 -0.74599 0.20235
O -5.41298 3.75130 -2.13896
C -5.60949 2.71367 -1.47274
O -6.66861 2.21349 -1.05475
C -4.31957 1.93218 -1.10298
C -3.07247 2.43284 -1.46233
C -1.93773 1.72767 -1.11924
N -1.98263 0.56745 -0.46350
C -3.17330 0.06435 -0.12097
C -4.35727 0.72562 -0.41496
C -3.16691 -1.28370 0.60684
O -4.22242 -1.69018 1.07958
O -2.04554 -1.90300 0.62087
H -3.02734 3.36850 -2.00302
H -0.94779 2.09351 -1.36954
H -5.30393 0.30321 -0.11174
S 1.71581 -0.58812 -1.51658
C 2.35035 1.01510 -1.38665
N 3.23505 1.43052 -2.22702
N 3.63855 2.76697 -2.06965
C 2.79539 3.80404 -2.46350
C 1.44424 3.62408 -2.76562
C 0.64791 4.71472 -3.08752
C 1.17283 5.99727 -3.12907
C 2.52295 6.17693 -2.84930
C 3.32613 5.09990 -2.52171
N 1.96739 1.95602 -0.36077
N 0.93928 1.69059 0.26264
C 0.52635 2.70239 1.18790
C 0.96936 4.01960 1.09943
C 0.48078 4.95782 1.99198
C -0.44204 4.58832 2.96511
C -0.88996 3.27751 3.03644
C -0.41603 2.33515 2.13785
H 4.55874 2.86424 -2.47208
H 1.00920 2.63373 -2.76105
H -0.39950 4.54886 -3.30855
H 0.54209 6.84166 -3.37373
H 2.95434 7.17098 -2.87549
H 4.37209 5.25151 -2.27753
H 1.67270 4.29334 0.32458
H 0.80977 5.98703 1.91912
H -0.82741 5.32881 3.65508
H -1.61904 2.98501 3.78092
H -0.76577 1.31299 2.17491
C -0.80113 -6.42629 -0.53926
C 0.52472 -5.96073 0.05828
Sb 0.88466 -3.87439 -0.40621
C 2.98639 -3.78257 0.12769
C 3.68088 -5.10156 0.44841
C 1.17791 -4.17577 -2.52741
C 2.17457 -5.25247 -2.93589
H -1.02588 -7.46311 -0.27275
H -0.78634 -6.36521 -1.63058
H -1.63146 -5.80705 -0.19413
H 1.35619 -6.56600 -0.30674
H 0.51070 -6.05002 1.14640
H 3.03170 -3.10456 0.98100
H 3.47345 -3.26545 -0.70221
H 3.21294 -5.60485 1.29718
H 4.73281 -4.94197 0.70514
H 3.65203 -5.79515 -0.39455
H 1.49393 -3.19812 -2.89776
H 0.19093 -4.36297 -2.95776
H 3.17549 -5.02274 -2.56487
H 2.24414 -5.34401 -4.02549
H 1.89648 -6.23520 -2.54660
O -3.97850 -0.23459 6.74799
C -2.65078 -0.06270 6.97468
O -2.28701 0.23304 8.08517
C -1.74384 -0.33744 5.83524
C -0.42688 0.11288 5.91209
C 0.45066 -0.08349 4.86349
C 0.05638 -0.76030 3.69820
S 1.18719 -0.94359 2.37023
C -1.25942 -1.24620 3.64583
C -2.14042 -1.02634 4.68636
H -4.12807 -0.39931 5.80842
H -0.11448 0.64060 6.80449
H 1.46051 0.30404 4.91927
H -1.59384 -1.79057 2.77159
H -3.14179 -1.43279 4.57941
Cl 1.52386 0.66396 -4.71816
C 0.48713 -0.61584 -5.31739
Cl -0.39439 -0.09104 -6.77493
Cl 1.45868 -2.05502 -5.71827
C -0.49455 -0.97403 -4.29508
N -1.27541 -1.25895 -3.50554
```

Calculated values
DFT total energy in eV: -128414.8480
Relative energy (zero: lowest compared OMol25 entry of this formula, charge and spin) in eV: 0.7003
Net charge: -2
HOMO in eV: -3.30
Lowest unoccupied orbital energy in Eh: 0.12503
Frontier orbital gap in Ha: 0.2463

[2]
DFT (ωB97M-V with the def2-TZVPD basis set) results for a structure of composition C61H46FGeNO4P3Rh in a non-equilibrium geometry.

```
118
C61H46FGeNO4P3Rh (ωB97M-V with the def2-TZVPD basis set)
Rh -0.33298 0.12811 -0.32771
O 7.29050 3.11167 0.54895
C 6.50825 2.25415 -0.16995
O 6.57290 2.08664 -1.35609
C 5.58099 1.61527 0.84452
C 6.05483 1.57171 2.18387
C 5.30272 0.82650 3.06257
C 4.02751 0.55656 2.71271
C 3.56870 0.72250 1.39998
N 4.43355 1.14850 0.44893
C 2.18312 0.31113 1.04444
O 1.63089 -0.58211 1.74069
O 1.70883 0.83876 0.02746
H 7.96377 3.53202 -0.07127
H 7.05253 1.99324 2.37820
H 5.70854 0.50165 4.03824
H 3.33887 0.04544 3.41663
F -2.99324 0.37438 -3.09249
Ge -2.14804 -0.49444 -1.72032
C -1.83131 -2.09206 -2.72304
C -2.81996 -2.78049 -3.44106
C -2.98889 -4.17037 -3.30441
C -1.87061 -4.91241 -2.91799
C -0.69986 -4.25025 -2.52727
C -0.80137 -2.91049 -2.20853
P 0.56548 -2.16695 -1.27016
C 1.07846 -3.39529 -0.04462
C 0.26696 -4.50778 0.21001
C 0.65027 -5.58762 1.02306
C 1.78223 -5.43982 1.85913
C 2.60196 -4.34324 1.66003
C 2.25497 -3.40033 0.66594
C 2.01551 -2.23106 -2.30550
C 3.06702 -1.28150 -2.09700
C 4.05325 -1.08619 -3.08413
C 4.06035 -1.95518 -4.19294
C 3.05996 -2.92019 -4.33518
C 2.06620 -3.09482 -3.39785
C 0.45796 1.04120 -2.09261
C 0.79489 0.61937 -3.36658
C 1.18218 1.57793 -4.28249
C 1.27237 2.87183 -3.89684
C 0.86304 3.32681 -2.70621
C 0.43403 2.40861 -1.78497
P -0.50603 2.63866 -0.27041
C -2.04756 3.34294 -0.95268
C -2.17765 3.31579 -2.33009
C -3.28202 3.89316 -2.90877
C -4.27616 4.56862 -2.15794
C -4.03847 4.62794 -0.80494
C -3.03687 3.89241 -0.14412
C 0.36310 4.07942 0.40035
C 1.64350 3.87624 1.00351
C 2.34698 4.96815 1.43969
C 1.96851 6.27671 1.20207
C 0.75953 6.45561 0.49944
C 0.05249 5.37715 0.00676
C -3.73644 -0.83870 -0.62971
C -4.99634 -1.01702 -1.14548
C -6.07267 -1.08904 -0.23141
C -5.84502 -1.03165 1.15939
C -4.54379 -0.79278 1.63991
C -3.49537 -0.66832 0.75264
P -1.75094 -0.65838 1.46040
C -1.75119 0.62212 2.70593
C -1.02555 0.63556 3.92661
C -1.56442 1.27805 5.05059
C -2.63280 2.13332 4.95120
C -3.20603 2.34473 3.71458
C -2.72593 1.63051 2.51598
C -1.49682 -2.19788 2.31647
C -2.44604 -3.22021 2.22118
C -2.31768 -4.35959 2.95406
C -1.36087 -4.48992 3.98842
C -0.35259 -3.52956 3.99283
C -0.40095 -2.35211 3.23648
H -3.54002 -2.21333 -4.08894
H -3.92040 -4.56559 -3.61152
H -1.83134 -5.99493 -2.91588
H 0.21313 -4.91832 -2.38283
H -0.76310 -4.61110 -0.15538
H 0.05705 -6.49355 1.08062
H 1.99011 -6.16804 2.64687
H 3.55176 -4.33087 2.16308
H 2.94691 -2.56493 0.48643
H 3.03583 -0.68223 -1.16717
H 4.66708 -0.19113 -2.99505
H 4.80979 -1.83832 -4.98384
H 3.09349 -3.66038 -5.15356
H 1.40022 -3.93496 -3.55258
H 0.75949 -0.47319 -3.62399
H 1.43747 1.31843 -5.31396
H 1.47588 3.57287 -4.74935
H 0.90035 4.42002 -2.47348
H -1.43683 2.74719 -2.92174
H -3.34019 3.81812 -4.00568
H -5.10259 5.11347 -2.70392
H -4.62193 5.26476 -0.13601
H -3.09574 3.74698 0.93043
H 2.07095 2.87223 1.09740
H 3.32064 4.76438 1.91919
H 2.59848 7.09894 1.41180
H 0.37596 7.43387 0.38153
H -0.88155 5.56932 -0.58400
H -5.16285 -1.10754 -2.20813
H -7.05674 -1.31328 -0.61616
H -6.63910 -1.19575 1.88980
H -4.33905 -0.72993 2.70679
H -0.02984 0.23203 3.92415
H -1.12551 1.07242 6.02636
H -3.05411 2.51392 5.88972
H -4.00613 3.11948 3.56242
H -3.20550 1.86740 1.58757
H -3.21590 -3.13804 1.46574
H -3.00919 -5.24019 2.80860
H -1.28411 -5.42921 4.47078
H 0.56550 -3.69929 4.56461
H 0.37640 -1.62505 3.21821
```

Calculated values
DFT total energy in eV: -163771.9656
Net charge: +2
HOMO (alpha / beta) in eV: -12.02 / -13.17
Lowest unoccupied orbital energy (alpha / beta) in Eh: -0.19244 / -0.34408
Frontier orbital gap (alpha / beta) in Ha: 0.2493 / 0.1398
2S+1: 5

[3]
DFT (ωB97M-V with the def2-TZVPD basis set) results for a structure of composition CH3NO2 in a non-equilibrium geometry.

```
7
CH3NO2 (ωB97M-V with the def2-TZVPD basis set)
C -1.08007 -0.60313 -0.39744
N -0.04375 -1.08614 -0.12959
O 0.71147 1.61589 1.13174
O 0.81356 -1.78075 0.46329
H -1.91599 -0.69338 -1.14657
H 0.78697 0.50027 0.15956
H 0.72781 2.04723 -0.08099
```

Calculated values
DFT total energy in eV: -6662.5599
Relative energy (zero: lowest compared OMol25 entry of this formula, charge and spin) in eV: 9.1042
Net charge: 0
HOMO in eV: -10.58
Lowest unoccupied orbital energy in Eh: -0.01224
Frontier orbital gap in Ha: 0.3766

[4]
DFT (ωB97M-V with the def2-TZVPD basis set) results for a cluster of 10 separate species, C9H37O10 in total in a non-equilibrium geometry.

```
56
C9H37O10 (ωB97M-V with the def2-TZVPD basis set)
O -0.23136 -0.52383 0.19137
H 0.06017 0.38811 0.24931
C 0.36832 3.19216 -2.26566
O 1.77686 2.92784 -2.20640
H -0.01187 2.28548 -2.74751
H -0.13459 3.24298 -1.29529
H 0.16600 4.06029 -2.88844
H 1.89012 2.11846 -1.67033
C -2.96367 -0.55904 -2.19746
O -1.96724 0.41461 -1.91294
H -2.57675 -1.57754 -2.13950
H -3.73789 -0.47770 -1.42680
H -3.40368 -0.33297 -3.16666
H -1.38418 0.04226 -1.22028
C 0.93304 -1.14096 -3.17291
O 0.45223 -1.91059 -2.09022
H 0.12153 -0.95079 -3.88381
H 1.27795 -0.13273 -2.91318
H 1.78216 -1.63193 -3.65043
H 0.19488 -1.26818 -1.38329
C 1.18257 3.63100 1.17039
O 0.39779 4.81710 1.08572
H 1.28916 3.37514 2.22045
H 0.81924 2.82856 0.53261
H 2.19403 3.87746 0.82720
H 0.56871 5.27010 0.25813
C 2.23859 -3.20934 1.36104
O 1.00318 -3.20300 0.69662
H 2.34287 -4.16989 1.87526
H 3.07750 -3.11959 0.66238
H 2.34438 -2.46904 2.16238
H 0.69818 -2.28606 0.57689
C 0.10621 -0.64814 3.60069
O 0.58132 0.36591 2.72101
H -0.98571 -0.67160 3.62323
H 0.48748 -1.60926 3.25255
H 0.45862 -0.42535 4.60545
H 0.23880 0.12716 1.82685
C -2.87525 -3.15455 0.82697
O -1.75248 -2.96568 0.00262
H -2.98298 -4.22413 1.05023
H -2.75624 -2.68412 1.80500
H -3.80580 -2.87671 0.32289
H -1.27700 -2.16856 0.26979
C 3.42231 -0.12624 -0.57596
O 2.33603 0.77758 -0.51403
H 3.87171 -0.13777 -1.57288
H 4.20584 0.10418 0.14978
H 3.10645 -1.16356 -0.44291
H 1.65605 0.29631 0.00110
C -2.56535 1.61325 1.33070
O -2.72003 0.22653 1.06784
H -1.83091 1.76340 2.12783
H -2.33108 2.19050 0.43272
H -3.52315 1.96800 1.71866
H -1.83306 -0.08557 0.73123
```

Calculated values
DFT total energy in eV: -30406.5069
Relative energy (zero: lowest compared OMol25 entry of this formula, charge and spin) in eV: 0.3195
Net charge: -1
HOMO in eV: -6.54
Lowest unoccupied orbital energy in Eh: 0.11389
Frontier orbital gap in Ha: 0.3542

[5]
DFT (ωB97M-V with the def2-TZVPD basis set) results for a structure of composition C28H33MoNOPSSi2 in a non-equilibrium geometry.

```
68
C28H33MoNOPSSi2 (ωB97M-V with the def2-TZVPD basis set)
Mo 0.48223 -0.29222 -0.18936
C -1.26510 2.32371 -2.32174
Si -0.42366 0.62689 -2.39121
C 0.61861 0.60851 -3.95529
C -1.65242 -0.84428 -2.46148
C -2.78968 -0.56708 -3.22488
C -3.63950 -1.58508 -3.62879
C -3.38859 -2.89376 -3.23697
C -2.29805 -3.17370 -2.42895
C -1.40769 -2.17131 -2.04130
Si 0.04127 -2.64725 -0.92160
C 1.48053 -3.38548 -1.88456
C -0.50855 -3.81985 0.45111
H -1.44939 2.68486 -3.33519
H -0.61945 3.05468 -1.83106
H -2.22384 2.30808 -1.79995
H -0.04226 0.70885 -4.81897
H 1.17814 -0.32115 -4.07426
H 1.32251 1.44243 -3.97472
H -3.00657 0.45000 -3.53615
H -4.49289 -1.35632 -4.25336
H -4.04724 -3.69119 -3.55440
H -2.13048 -4.19474 -2.10090
H 1.18866 -4.36462 -2.27271
H 2.35490 -3.53423 -1.24742
H 1.76696 -2.75455 -2.72543
H -0.27133 -4.84293 0.14993
H -1.58082 -3.76915 0.64205
H 0.01789 -3.62393 1.38592
O 1.90813 -0.56205 1.10603
N 3.21926 -0.30680 0.97703
C 4.02225 -0.41604 2.05674
C 5.35752 -0.16706 1.92252
C 5.86674 0.20012 0.66986
C 5.02196 0.29874 -0.41265
C 3.66403 0.02671 -0.24930
S 2.48669 0.06949 -1.51041
H 3.54448 -0.70923 2.97985
H 6.00232 -0.24897 2.78464
H 6.92235 0.40472 0.55529
H 5.37594 0.58157 -1.39366
C -3.15427 0.96968 0.55412
P -1.34270 1.00366 0.73096
C -0.82741 2.69407 1.09486
C 0.53364 2.99697 0.97795
C 0.98728 4.28297 1.20770
C 0.08074 5.28210 1.54150
C -1.27002 4.98932 1.65188
C -1.72872 3.69963 1.43122
C -0.97412 -0.03070 2.19196
C -0.11557 0.38586 3.21594
C 0.05643 -0.41266 4.32965
C -0.59666 -1.63985 4.42181
C -1.42304 -2.07254 3.39622
C -1.61867 -1.27253 2.28141
H -3.60617 0.97887 1.54443
H -3.45861 0.07596 0.00998
H -3.48351 1.84230 -0.00745
H 1.24153 2.22300 0.69490
H 2.04036 4.51294 1.11503
H 0.43371 6.29089 1.70757
H -1.97068 5.77288 1.90699
H -2.78486 3.48392 1.53118
H 0.38724 1.34202 3.14797
H 0.68914 -0.07639 5.14056
H -0.46871 -2.25649 5.30151
H -1.92925 -3.02568 3.47494
H -2.30296 -1.58656 1.50087
```

Calculated values
DFT total energy in eV: -70829.8916
Relative energy (zero: lowest compared OMol25 entry of this formula, charge and spin) in eV: 0.7013
Net charge: +2
HOMO (alpha / beta) in eV: -14.25 / -14.40
Lowest unoccupied orbital energy (alpha / beta) in Eh: -0.26589 / -0.26869
Frontier orbital gap (alpha / beta) in Ha: 0.2577 / 0.2605
2S+1: 2

[6]
DFT (ωB97M-V with the def2-TZVPD basis set) results for the molecule C3H7NS2 in a non-equilibrium geometry.

```
13
C3H7NS2 (ωB97M-V with the def2-TZVPD basis set)
C 1.31742 0.70356 0.02824
C -0.74974 -0.60749 -0.05101
C -1.38065 0.77934 -0.05349
H 1.16721 1.25842 -0.91165
H 1.10855 1.34700 0.88391
H 2.34484 0.34292 0.10496
H 0.49194 -2.78357 0.12161
H -0.80540 1.46306 -0.69985
H -2.42495 0.72875 -0.38592
H -1.43228 1.17791 0.96773
N 0.56319 -0.50931 0.03170
S 1.53775 -1.96068 -0.04427
S -1.73787 -1.93993 0.00807
```

Calculated values
DFT total energy in eV: -26384.1780
Relative energy (zero: lowest compared OMol25 entry of this formula, charge and spin) in eV: 0.9974
Net charge: 0
HOMO in eV: -8.37
Lowest unoccupied orbital energy in Eh: 0.02402
Frontier orbital gap in Ha: 0.3317
Structure (SMILES): CC(=S)N(C)S

> Which formula does entry 6 have?

C3H7NS2